This record from OMol25 describes C15H39ClHfI2P3 as an isolated structure at a distorted geometry. The level of theory is wB97M-V/def2-TZVPD.

Results
* multiplicity: 1
* charge: +3
* frontier orbital gap: 4.694 eV
* E_HOMO: -16.79 eV
* energy above the lowest of the compared OMol25 structures with the same formula, charge and spin: 129.0 kJ/mol
* LUMO: -12.098 eV

Atoms and positions in Å:
I -1.639 -0.639 0.685
I 0.740 1.191 0.748
Hf 0.434 -1.111 -1.781
P 1.524 -2.208 0.272
C 1.628 -1.874 2.060
C 1.007 -3.940 0.420
H 1.865 -4.480 0.841
H 3.651 -3.194 0.490
H 0.724 -4.351 -0.556
H 3.474 -2.459 -1.155
H 0.677 -2.061 2.565
H 0.154 -3.970 1.109
C 3.295 -2.326 -0.080
H 2.391 -2.558 2.464
H 3.772 -1.403 0.276
H 1.942 -0.842 2.270
P -1.167 1.091 -2.165
C -1.859 2.381 -1.052
C -0.424 2.205 -3.398
H -2.615 -0.263 -3.583
H -3.069 1.488 -3.513
H -3.464 0.389 -2.131
C -2.747 0.611 -2.933
H 0.240 1.650 -4.075
H -1.265 2.650 -3.948
H -2.639 2.931 -1.611
H -1.071 3.080 -0.752
H 0.139 2.973 -2.849
H -2.326 1.963 -0.149
Cl 0.784 -2.178 -3.859
C 1.160 4.208 2.459
C 0.803 3.066 3.420
C 1.025 3.482 4.875
P -0.870 2.307 3.025
C -1.188 0.694 3.935
C -0.405 0.473 5.236
C -2.682 0.376 4.078
C -2.225 3.455 3.572
C -2.265 3.620 5.102
C -2.157 4.783 2.821
H 0.757 5.168 2.804
H 0.822 4.015 1.437
H 2.252 4.298 2.436
H 1.498 2.218 3.254
H 0.567 4.454 5.109
H 0.701 2.737 5.616
H 2.115 3.591 5.007
H -0.739 -0.034 3.228
H -0.716 1.132 6.060
H -0.573 -0.564 5.573
H 0.682 0.563 5.097
H -2.784 -0.665 4.407
H -3.174 1.010 4.823
H -3.199 0.486 3.121
H -3.139 2.931 3.272
H -1.359 4.122 5.485
H -3.137 4.247 5.353
H -2.390 2.658 5.629
H -2.058 4.675 1.738
H -3.080 5.331 3.004
H -1.330 5.406 3.171

This record from OMol25 describes a 3-piece molecular cluster, C15H39ClN2O6PS overall at a distorted geometry. The level of theory is wB97M-V/def2-TZVPD.

Results
* multiplicity: 1
* charge: +1
* frontier orbital gap: 8.539 eV
* E_HOMO: -11.11 eV
* LUMO: -2.574 eV

Atoms and positions in Å:
C -1.042 1.343 -2.697
C 0.338 1.513 -2.022
P 1.465 0.096 -2.300
C 2.996 0.671 -1.498
N 0.845 -1.196 -1.040
N -0.575 -1.085 -0.924
C 1.516 -1.203 0.326
C 1.264 0.062 1.148
C 0.565 -0.171 2.482
Cl -0.815 -1.292 2.388
S 1.211 -2.892 -1.780
C -0.357 -3.706 -1.922
O 1.997 -3.546 -0.795
O 1.747 -2.655 -3.073
H -1.298 2.205 -3.304
H -1.091 0.450 -3.317
H -1.820 1.247 -1.941
H 0.230 1.806 -0.978
H 0.891 2.310 -2.526
H 3.489 1.259 -2.270
H 3.643 -0.168 -1.250
H 2.826 1.282 -0.615
H -0.809 -0.139 -0.650
H -0.881 -1.712 -0.185
H 2.577 -1.381 0.190
H 1.135 -2.081 0.845
H 0.710 0.802 0.575
H 2.228 0.516 1.374
H 1.253 -0.519 3.249
H 0.157 0.774 2.833
H -0.223 -4.279 -2.839
H -1.190 -3.026 -2.041
H -0.457 -4.381 -1.076
C 4.113 -1.606 5.026
O 3.253 -0.536 5.378
C 2.696 -0.674 6.682
C 3.409 0.190 7.695
O 4.742 -0.239 7.899
C 5.710 0.564 7.250
H 4.615 -1.330 4.099
H 4.866 -1.786 5.795
H 3.544 -2.528 4.860
H 2.727 -1.721 6.999
H 1.646 -0.368 6.628
H 2.884 0.113 8.652
H 3.385 1.238 7.378
H 5.792 1.543 7.733
H 5.474 0.705 6.192
H 6.666 0.051 7.336
C -5.517 2.730 -3.368
O -4.580 1.781 -3.850
C -5.158 0.516 -4.132
C -5.387 0.316 -5.613
O -6.373 1.198 -6.111
C -5.848 2.303 -6.825
H -5.018 3.697 -3.344
H -6.391 2.796 -4.020
H -5.844 2.476 -2.354
H -6.101 0.396 -3.591
H -4.463 -0.253 -3.774
H -5.743 -0.707 -5.779
H -4.445 0.440 -6.158
H -5.433 1.984 -7.787
H -5.074 2.821 -6.254
H -6.672 2.989 -7.010

This record from OMol25 describes C15H39LiN4O15 as an isolated structure at a distorted geometry. The level of theory is wB97M-V/def2-TZVPD.

Results
* multiplicity: 1
* frontier orbital gap: 9.453 eV
* E_HOMO: -9.52 eV
* LUMO: -0.066 eV

Atoms and positions in Å:
Li -1.208 0.189 -0.885
N 1.431 -0.304 -0.279
O 2.637 -0.645 -0.256
O 0.673 -0.371 0.731
O 0.944 0.097 -1.391
C 4.622 -1.191 1.955
N 5.357 -0.718 0.756
O 5.889 -1.551 0.075
O 5.368 0.463 0.528
H 5.360 -1.540 2.675
H 3.942 -1.968 1.644
H 4.128 -0.328 2.366
C 2.918 -2.574 -2.682
N 3.007 -4.030 -2.947
O 4.015 -4.446 -3.462
O 2.063 -4.711 -2.636
H 1.996 -2.347 -2.174
H 2.938 -2.075 -3.651
H 3.797 -2.282 -2.120
C 4.382 1.133 -2.294
N 4.416 1.699 -3.663
O 4.687 2.863 -3.778
O 4.125 0.968 -4.587
H 3.341 1.100 -1.979
H 4.935 1.788 -1.635
H 4.806 0.137 -2.269
C -0.746 -2.960 -1.104
O -1.329 -1.779 -1.592
C -1.205 -1.669 -2.980
C -2.094 -0.560 -3.438
O -1.719 0.622 -2.770
C -2.331 1.816 -3.279
H -1.403 -3.824 -1.299
H -0.534 -2.883 -0.045
H 0.194 -3.198 -1.626
H -1.489 -2.590 -3.505
H -0.157 -1.448 -3.222
H -3.134 -0.816 -3.146
H -2.130 -0.494 -4.532
H -3.408 1.662 -3.402
H -1.866 2.094 -4.225
H -2.162 2.591 -2.540
C -0.041 2.888 -0.307
O -1.219 2.099 -0.251
C -2.007 2.303 0.902
C -3.226 1.418 0.780
O -2.933 0.145 0.293
C -4.125 -0.516 -0.133
H 0.588 2.736 0.584
H -0.255 3.968 -0.347
H 0.515 2.608 -1.196
H -2.321 3.340 1.037
H -1.412 2.002 1.778
H -3.921 1.916 0.070
H -3.810 1.393 1.708
H -4.730 -0.824 0.735
H -3.838 -1.423 -0.654
H -4.739 0.147 -0.752
C 0.923 0.142 4.949
O -0.457 0.194 5.097
C -1.090 0.088 3.862
C -2.564 0.268 4.054
O -2.846 1.643 4.268
C -4.184 1.856 4.612
H 1.197 -0.750 4.383
H 1.366 0.114 5.949
H 1.329 1.057 4.487
H -0.885 -0.925 3.490
H -0.701 0.808 3.136
H -2.930 -0.341 4.886
H -3.043 -0.028 3.103
H -4.536 1.160 5.390
H -4.870 1.729 3.753
H -4.290 2.869 4.996